Molecular formula: C29H34AsCl2N2O3S6SiTl
Method: DFT, ωB97M-V/def2-TZVPD

The value obtained for the energy relative to the best compared isomer or geometry (same formula, charge and spin) is 255.5 kJ/mol. The total charge is -2. The HOMO-LUMO gap (alpha / beta) is 5.800 / 5.709 eV. Its LUMO energy (alpha / beta) is 2.5708 / 2.4829 eV.

Positions of all 79 atoms, in Å:
Tl (-0.328, 0.466, -0.561)
S (-2.517, 4.376, -0.738)
As (-1.847, 3.890, 1.263)
S (0.305, 3.913, 1.439)
S (-2.772, 1.996, 1.292)
S (-2.164, 5.361, 2.737)
C (-5.284, -3.664, -0.206)
C (-4.403, -2.422, -0.071)
C (-5.030, -1.238, -0.806)
C (-4.308, -2.064, 1.416)
Si (-2.602, -2.648, -0.671)
O (-1.717, -1.399, -0.288)
C (-1.962, -4.253, 0.138)
C (-2.174, -5.518, -0.411)
C (-1.724, -6.671, 0.217)
C (-1.041, -6.582, 1.422)
C (-0.810, -5.334, 1.984)
C (-1.263, -4.189, 1.344)
C (-2.502, -3.034, -2.539)
C (-3.543, -3.321, -3.418)
C (-3.319, -3.555, -4.769)
C (-2.032, -3.504, -5.279)
C (-0.976, -3.214, -4.426)
C (-1.215, -2.981, -3.082)
H (-6.275, -3.466, 0.220)
H (-4.857, -4.513, 0.331)
H (-5.432, -3.971, -1.241)
H (-6.029, -1.027, -0.404)
H (-5.135, -1.425, -1.876)
H (-4.424, -0.340, -0.682)
H (-5.307, -1.852, 1.816)
H (-3.685, -1.184, 1.569)
H (-3.882, -2.883, 2.000)
H (-2.696, -5.604, -1.358)
H (-1.898, -7.640, -0.237)
H (-0.685, -7.478, 1.915)
H (-0.271, -5.251, 2.921)
H (-1.063, -3.220, 1.780)
H (-4.562, -3.361, -3.055)
H (-4.154, -3.769, -5.426)
H (-1.853, -3.678, -6.333)
H (0.035, -3.157, -4.813)
H (-0.385, -2.732, -2.432)
O (7.410, 0.625, -0.645)
S (6.372, -0.361, -0.461)
O (6.442, -1.517, -1.327)
N (4.896, 0.305, -0.467)
C (4.306, 0.235, 0.709)
S (2.799, 0.809, 1.127)
C (5.126, -0.493, 1.747)
C (4.793, -0.795, 3.060)
C (5.713, -1.500, 3.823)
C (6.938, -1.895, 3.289)
C (7.268, -1.595, 1.974)
C (6.339, -0.896, 1.231)
H (3.835, -0.480, 3.451)
H (5.475, -1.749, 4.850)
H (7.638, -2.445, 3.906)
H (8.213, -1.899, 1.543)
C (1.549, -5.272, -0.938)
C (2.591, -4.185, -0.652)
C (3.154, -4.328, 0.767)
C (3.718, -4.224, -1.687)
C (1.923, -2.879, -0.732)
N (1.385, -1.869, -0.743)
H (2.022, -6.251, -0.841)
H (1.153, -5.175, -1.949)
H (0.715, -5.215, -0.240)
H (3.657, -5.293, 0.853)
H (2.355, -4.283, 1.507)
H (3.872, -3.537, 0.981)
H (4.215, -5.195, -1.631)
H (4.453, -3.441, -1.510)
H (3.323, -4.096, -2.695)
Cl (-0.337, -0.591, 2.504)
C (0.208, 0.703, 3.574)
Cl (0.843, 0.061, 5.111)
H (-0.640, 1.344, 3.800)
H (1.011, 1.245, 3.088)


Molecular formula: C29H34Cl5CsN2O4SeSi2Te
Method: DFT, ωB97M-V/def2-TZVPD

The value obtained for the energy relative to the best compared isomer or geometry (same formula, charge and spin) is 266.2 kJ/mol. The total charge is -2. The HOMO-LUMO gap is 4.967 eV. Its LUMO energy is 3.5990 eV.

Positions of all 79 atoms, in Å:
Cs (-0.777, -2.215, 0.495)
Cl (3.919, -2.071, 5.642)
C (2.847, -2.692, 4.414)
C (2.267, -3.933, 4.559)
Cl (2.620, -4.908, 5.961)
C (1.390, -4.399, 3.567)
Cl (0.626, -5.961, 3.742)
C (1.059, -3.669, 2.398)
O (0.225, -4.096, 1.532)
C (1.727, -2.372, 2.216)
O (1.514, -1.714, 1.100)
C (2.561, -1.928, 3.258)
Cl (3.301, -0.354, 3.128)
C (-0.769, 3.458, 1.144)
Si (0.738, 3.965, 0.178)
C (2.142, 4.372, 1.343)
C (0.329, 5.506, -0.798)
C (1.250, 2.588, -0.954)
Te (1.397, 0.705, 0.189)
C (2.770, -0.140, -1.225)
Si (4.510, 0.498, -1.290)
C (5.518, -0.044, 0.171)
C (5.291, -0.229, -2.834)
C (4.684, 2.351, -1.413)
H (-1.072, 4.234, 1.859)
H (-0.585, 2.534, 1.707)
H (-1.601, 3.270, 0.453)
H (1.812, 5.027, 2.159)
H (2.950, 4.881, 0.804)
H (2.546, 3.454, 1.785)
H (0.138, 6.356, -0.130)
H (-0.567, 5.334, -1.407)
H (1.153, 5.777, -1.470)
H (2.221, 2.808, -1.409)
H (0.519, 2.528, -1.767)
H (2.304, -0.082, -2.212)
H (2.806, -1.194, -0.923)
H (5.382, -1.108, 0.394)
H (5.233, 0.509, 1.068)
H (6.581, 0.142, -0.031)
H (5.361, -1.320, -2.749)
H (6.302, 0.166, -2.993)
H (4.691, 0.000, -3.723)
H (4.204, 2.846, -0.562)
H (4.258, 2.764, -2.335)
H (5.753, 2.594, -1.391)
C (-4.879, 0.278, -2.800)
N (-3.429, 0.202, -2.836)
C (-2.568, 1.169, -2.418)
Se (-2.942, 2.895, -1.892)
N (-1.330, 0.618, -2.499)
C (-1.395, -0.698, -2.932)
C (-0.421, -1.654, -3.150)
C (-0.847, -2.905, -3.580)
C (-2.201, -3.175, -3.791)
C (-3.170, -2.202, -3.581)
C (-2.734, -0.962, -3.156)
H (-5.150, 1.252, -2.405)
H (-5.247, -0.517, -2.151)
H (-5.284, 0.171, -3.810)
H (-0.542, 1.024, -2.020)
H (0.627, -1.446, -2.966)
H (-0.115, -3.687, -3.740)
H (-2.503, -4.170, -4.097)
H (-4.226, -2.420, -3.677)
Cl (-5.615, -1.107, 5.855)
C (-5.071, -1.197, 4.188)
C (-5.812, -1.929, 3.274)
C (-5.381, -1.987, 1.956)
C (-4.222, -1.331, 1.551)
C (-3.494, -0.610, 2.491)
C (-3.915, -0.537, 3.815)
C (-3.796, -1.399, 0.082)
O (-4.611, -1.939, -0.709)
O (-2.665, -0.931, -0.181)
H (-6.712, -2.440, 3.595)
H (-5.932, -2.542, 1.208)
H (-2.595, -0.088, 2.179)
H (-3.352, 0.025, 4.547)


Molecular formula: C29H34F6N2O6
Method: DFT, ωB97M-V/def2-TZVPD

The total charge is 0. The HOMO-LUMO gap is 5.153 eV. Its LUMO energy is -1.6695 eV.

Positions of all 77 atoms, in Å:
C (-3.591, 4.040, -2.119)
C (-3.726, 2.604, -1.704)
O (-2.749, 2.389, -0.666)
C (-2.818, 1.128, -0.167)
C (-1.875, 0.925, 0.928)
C (-2.382, 0.182, 2.070)
O (-3.558, -0.106, 2.242)
O (-1.397, -0.125, 2.955)
C (-1.894, -0.848, 4.095)
C (-0.990, -0.608, 5.265)
C (-0.746, 1.839, 1.068)
O (0.063, 2.075, 0.182)
O (-0.636, 2.348, 2.319)
C (0.374, 3.370, 2.448)
C (0.719, 3.446, 3.908)
O (-3.568, 0.282, -0.632)
H (-4.247, 4.233, -2.966)
H (-3.895, 4.710, -1.308)
H (-2.566, 4.276, -2.420)
H (-4.732, 2.397, -1.311)
H (-3.511, 1.919, -2.536)
H (-2.903, -0.493, 4.325)
H (-1.938, -1.910, 3.815)
H (-1.291, -1.265, 6.078)
H (0.058, -0.800, 5.033)
H (-1.096, 0.418, 5.627)
H (1.249, 3.081, 1.855)
H (-0.060, 4.311, 2.077)
H (1.541, 4.146, 4.054)
H (-0.126, 3.792, 4.512)
H (1.046, 2.469, 4.279)
C (4.812, -4.431, 0.776)
N (4.189, -3.212, 1.230)
C (4.754, -2.655, 2.451)
C (3.952, -3.100, 3.637)
F (4.391, -2.596, 4.824)
F (2.637, -2.719, 3.480)
F (3.954, -4.471, 3.728)
C (3.099, -2.666, 0.629)
C (2.706, -1.316, 0.890)
C (1.515, -0.834, 0.412)
C (0.603, -1.658, -0.309)
C (-0.652, -1.139, -0.741)
C (-1.698, -1.953, -1.300)
C (-2.371, -1.612, -2.506)
C (-3.334, -2.427, -3.045)
C (-3.798, -3.542, -2.305)
N (-4.885, -4.247, -2.739)
C (-5.953, -4.582, -1.839)
C (-5.061, -4.645, -4.129)
C (-4.296, -5.925, -4.302)
F (-4.351, -6.484, -5.537)
F (-2.971, -5.692, -4.000)
F (-4.747, -6.856, -3.394)
C (-3.193, -3.864, -1.063)
C (-2.100, -3.144, -0.629)
C (1.021, -3.001, -0.591)
C (2.251, -3.474, -0.174)
H (4.767, -4.512, -0.316)
H (5.861, -4.410, 1.090)
H (4.347, -5.330, 1.210)
H (5.764, -3.060, 2.559)
H (4.750, -1.563, 2.423)
H (3.359, -0.643, 1.439)
H (1.241, 0.213, 0.553)
H (-0.748, -0.049, -0.768)
H (-2.074, -0.700, -3.024)
H (-3.822, -2.189, -3.990)
H (-6.048, -3.798, -1.075)
H (-6.883, -4.644, -2.417)
H (-5.783, -5.545, -1.332)
H (-6.126, -4.833, -4.300)
H (-4.656, -3.892, -4.814)
H (-3.576, -4.715, -0.493)
H (-1.543, -3.466, 0.250)
H (0.377, -3.658, -1.170)
H (2.567, -4.490, -0.420)


Molecular formula: C29H34N2O2
Method: DFT, ωB97M-V/def2-TZVPD

The value obtained for the energy relative to the best compared isomer or geometry (same formula, charge and spin) is 332.8 kJ/mol. The total charge is 0. The HOMO-LUMO gap is 7.124 eV. Its LUMO energy is 0.2042 eV.

Positions of all 67 atoms, in Å:
C (2.081, -2.654, 0.773)
N (0.896, -2.348, -0.017)
C (0.425, -3.309, -1.004)
C (0.114, -1.268, 0.306)
C (-1.365, -1.502, 0.335)
C (-1.930, -2.577, 1.106)
C (-3.295, -2.822, 1.037)
C (-4.128, -2.030, 0.237)
C (-5.554, -2.449, 0.073)
C (-3.602, -0.907, -0.394)
C (-2.232, -0.641, -0.358)
H (2.579, -3.551, 0.377)
H (2.769, -1.798, 0.777)
H (1.824, -2.811, 1.844)
H (1.243, -3.529, -1.715)
H (0.052, -4.237, -0.528)
H (-0.440, -2.868, -1.521)
H (0.484, -0.767, 1.222)
H (-1.294, -3.142, 1.815)
H (-3.728, -3.689, 1.545)
H (-6.167, -1.638, -0.325)
H (-5.664, -3.297, -0.622)
H (-6.007, -2.775, 1.019)
H (-4.296, -0.299, -0.975)
H (-1.860, 0.279, -0.818)
C (1.949, 0.969, -5.014)
C (2.418, 0.055, -3.889)
C (1.808, -1.325, -3.989)
C (3.941, -0.027, -3.916)
O (2.138, 0.693, -2.500)
C (0.844, 0.730, -2.043)
C (0.748, 0.494, -0.570)
N (-0.026, 1.422, 0.007)
C (-0.096, 1.801, 1.252)
C (-0.898, 2.965, 1.621)
C (-0.883, 3.464, 2.946)
C (-1.421, 4.696, 3.259)
C (-1.966, 5.482, 2.242)
C (-2.015, 5.009, 0.928)
C (-1.532, 3.725, 0.628)
C (0.709, 1.098, 2.260)
C (0.050, 0.528, 3.356)
C (0.786, -0.174, 4.297)
C (2.181, -0.176, 4.225)
C (2.839, 0.394, 3.135)
C (2.093, 0.949, 2.095)
O (-0.139, 0.996, -2.715)
H (2.392, 1.967, -4.898)
H (2.297, 0.593, -5.994)
H (0.859, 1.041, -5.014)
H (2.190, -1.961, -3.187)
H (0.720, -1.291, -3.913)
H (2.103, -1.767, -4.953)
H (4.277, -0.721, -3.130)
H (4.318, -0.388, -4.894)
H (4.380, 0.964, -3.715)
H (1.722, 0.158, -0.160)
H (-0.433, 2.864, 3.730)
H (-1.409, 5.037, 4.287)
H (-2.352, 6.466, 2.470)
H (-2.419, 5.622, 0.117)
H (-1.612, 3.299, -0.373)
H (-1.028, 0.608, 3.460)
H (0.285, -0.683, 5.120)
H (2.780, -0.657, 4.998)
H (3.933, 0.442, 3.086)
H (2.562, 1.265, 1.162)


Molecular formula: C29H34N3
Method: DFT, ωB97M-V/def2-TZVPD

The value obtained for the energy relative to the best compared isomer or geometry (same formula, charge and spin) is 87.6 kJ/mol. The total charge is +1. The HOMO-LUMO gap is 4.338 eV. Its LUMO energy is -4.5308 eV.

Positions of all 66 atoms, in Å:
C (2.371, -5.165, -3.308)
C (1.112, -4.756, -2.564)
C (0.766, -3.283, -2.743)
N (1.900, -2.404, -2.544)
C (1.649, -1.134, -2.197)
C (0.463, -0.587, -1.738)
C (0.441, 0.875, -1.966)
C (1.937, 1.239, -2.179)
C (2.691, -0.069, -2.460)
C (3.176, -2.757, -3.177)
C (3.540, -4.225, -3.037)
H (2.647, -6.172, -2.993)
H (2.163, -5.180, -4.383)
H (0.255, -5.329, -2.924)
H (1.214, -4.943, -1.487)
H (0.329, -3.128, -3.749)
H (0.004, -3.018, -2.002)
H (-0.431, -1.144, -1.486)
H (-0.119, 1.164, -2.875)
H (0.006, 1.416, -1.126)
H (2.067, 1.957, -2.991)
H (2.340, 1.682, -1.266)
H (3.604, -0.179, -1.856)
H (3.019, -0.085, -3.508)
H (3.153, -2.489, -4.251)
H (3.986, -2.179, -2.712)
H (3.943, -4.387, -2.031)
H (4.343, -4.432, -3.746)
C (3.383, 1.314, 4.093)
N (2.121, 1.383, 3.383)
C (1.047, 0.562, 3.589)
C (0.005, 0.925, 2.702)
C (-1.218, 0.262, 2.463)
C (-2.436, 0.900, 2.221)
C (-2.767, 2.273, 2.071)
N (-4.071, 2.396, 1.703)
C (-4.764, 3.648, 1.434)
C (-4.659, 1.123, 1.622)
C (-3.676, 0.176, 1.968)
C (-3.953, -1.179, 1.878)
C (-5.222, -1.580, 1.414)
C (-6.178, -0.626, 1.024)
C (-5.897, 0.752, 1.115)
C (0.502, 2.071, 1.951)
C (1.830, 2.303, 2.371)
C (2.697, 3.154, 1.697)
C (2.201, 3.836, 0.570)
C (0.870, 3.660, 0.169)
C (0.017, 2.779, 0.859)
H (4.114, 1.917, 3.553)
H (3.294, 1.714, 5.111)
H (3.737, 0.280, 4.151)
H (1.041, -0.226, 4.340)
H (-1.267, -0.815, 2.660)
H (-2.131, 3.141, 2.237)
H (-5.729, 3.406, 0.982)
H (-4.946, 4.219, 2.356)
H (-4.191, 4.292, 0.750)
H (-3.156, -1.858, 2.161)
H (-5.457, -2.646, 1.352)
H (-7.142, -0.964, 0.641)
H (-6.611, 1.515, 0.806)
H (3.720, 3.271, 2.049)
H (2.848, 4.497, -0.003)
H (0.487, 4.204, -0.703)
H (-1.014, 2.636, 0.560)


Molecular formula: C29H34N4O2
Method: DFT, ωB97M-V/def2-TZVPD

The value obtained for the energy relative to the best compared isomer or geometry (same formula, charge and spin) is 501.5 kJ/mol. The total charge is 0. The HOMO-LUMO gap is 3.113 eV. Its LUMO energy is -2.2921 eV.

Positions of all 69 atoms, in Å:
C (-2.840, -4.278, -1.951)
N (-2.667, -3.032, -1.239)
C (-3.680, -2.488, -0.503)
O (-4.811, -2.957, -0.405)
C (-3.139, -1.212, 0.143)
C (-3.067, -1.321, 1.667)
C (-4.433, -1.497, 2.305)
C (-5.207, -0.378, 2.619)
C (-6.489, -0.538, 3.157)
C (-6.999, -1.823, 3.380)
C (-6.221, -2.946, 3.073)
C (-4.943, -2.778, 2.541)
N (-1.827, -1.075, -0.499)
C (-1.035, -0.013, -0.257)
C (0.234, 0.137, -0.807)
C (1.131, 1.182, -0.587)
C (2.414, 1.256, -1.236)
C (3.288, 2.357, -1.005)
C (4.529, 2.432, -1.608)
C (4.968, 1.410, -2.484)
N (6.220, 1.476, -3.102)
C (7.407, 0.909, -2.504)
C (6.409, 2.102, -4.391)
C (4.116, 0.313, -2.731)
C (2.874, 0.240, -2.132)
C (-1.472, -2.208, -1.366)
C (-0.269, -3.002, -0.831)
C (-1.308, -1.780, -2.833)
H (-3.817, -4.688, -1.684)
H (-2.796, -4.122, -3.038)
H (-2.053, -4.992, -1.672)
H (-3.801, -0.371, -0.136)
H (-2.427, -2.185, 1.905)
H (-2.584, -0.411, 2.047)
H (-4.792, 0.615, 2.428)
H (-7.081, 0.346, 3.401)
H (-8.000, -1.953, 3.796)
H (-6.600, -3.957, 3.239)
H (-4.333, -3.648, 2.292)
H (-1.459, 0.740, 0.413)
H (0.564, -0.649, -1.482)
H (0.854, 1.982, 0.109)
H (2.952, 3.146, -0.330)
H (5.202, 3.269, -1.429)
H (7.140, 0.441, -1.550)
H (7.854, 0.155, -3.168)
H (8.158, 1.693, -2.328)
H (5.443, 2.470, -4.756)
H (7.111, 2.944, -4.308)
H (6.822, 1.384, -5.114)
H (4.460, -0.473, -3.404)
H (2.254, -0.630, -2.361)
H (-0.501, -3.364, 0.181)
H (-0.078, -3.858, -1.491)
H (0.633, -2.389, -0.776)
H (-2.245, -1.311, -3.166)
H (-0.502, -1.056, -2.961)
H (-1.098, -2.662, -3.450)
N (0.924, 3.059, 2.488)
C (0.707, 4.447, 2.479)
O (0.424, 4.990, 1.399)
C (0.835, 5.173, 3.745)
C (1.158, 4.520, 4.908)
C (1.358, 3.131, 4.870)
C (1.220, 2.477, 3.627)
H (0.664, 6.246, 3.685)
H (1.257, 5.074, 5.843)
H (1.615, 2.537, 5.745)
H (1.371, 1.390, 3.591)